Molecular formula: C2H3NO2S
Method: DFT, wB97M-V/def2-TZVPD

Summary:
HOMO energy: -8.214 eV
Energy relative to the best compared isomer or geometry (same formula, charge and spin): 104.56 kcal/mol
Total energy: -18538.91856 eV
LUMO level: -0.35 eV
Spin multiplicity: 1

Each line ends with the Löwdin charge.
Element x y z (Å)
1 C 0.11767 0.73014 -0.45430  -0.32
2 C 0.04066 -0.63783 0.19145  -0.49
3 N -1.63459 1.26854 -1.02394  0.05
4 O 0.89446 1.62584 -0.46989  0.10
5 O -2.33156 0.35666 -1.15937  -0.02
6 S 1.65366 -1.25881 0.80600  0.71
7 H -0.41681 -1.39494 -0.33971  0.05
8 H -0.57662 -0.46442 0.96353  0.03
9 H 2.25314 -0.22517 1.48623  -0.12

Cartesian forces (eV/Å) of the 2 atoms listed first:
C -1.95 1.48 -0.70
C 4.06 2.02 -0.76

Molecular formula: C12H18N3O6SbW
Method: DFT, wB97M-V/def2-TZVPD

Summary:
HOMO energy: -22.963 eV
Total charge: +4
Energy relative to the best compared isomer or geometry (same formula, charge and spin): 0.00 kcal/mol
Total energy: -37810.96091 eV
LUMO level: -15.57 eV
Spin multiplicity: 1

Each line ends with the Löwdin charge.
Element x y z (Å)
1 W 0.48890 0.22499 0.00764  1.78
2 O -3.22584 -4.64711 -0.14522  0.26
3 C -2.41098 -3.65618 -0.19170  -0.19
4 C -1.84799 -3.10807 -1.38382  0.18
5 C -1.00989 -2.04189 -1.25819  -0.13
6 N -0.68318 -1.48532 -0.06588  -0.04
7 C -1.20157 -2.02121 1.07054  -0.13
8 C -2.04780 -3.08300 1.06963  0.19
9 C -0.70844 -1.33060 2.29032  -0.29
10 O -0.85013 -1.45228 3.42626  0.34
11 O 0.19820 -0.22910 1.73494  -0.28
12 C -0.32311 -1.36148 -2.39383  -0.31
13 O -0.30331 -1.51810 -3.53743  0.34
14 O 0.47570 -0.27370 -1.74006  -0.26
15 H -3.48773 -5.05233 -0.99433  0.20
16 H -2.07053 -3.51840 -2.36381  0.18
17 H -2.44644 -3.50077 1.98878  0.18
18 C 0.43990 3.60099 -2.28735  0.03
19 N -0.15789 4.04523 -1.01253  0.12
20 C -0.42917 3.30194 0.01565  -0.40
21 N -1.07575 3.67607 1.09513  0.29
22 O -0.00176 2.00456 -0.01674  -0.20
23 H 0.62625 4.48677 -2.88798  0.12
24 H -0.24711 2.95047 -2.82528  0.11
25 H 1.39390 3.11170 -2.10609  0.09
26 H -0.43594 5.02170 -0.95450  0.20
27 H -1.47330 4.60687 1.17622  0.18
28 H -1.18886 3.06460 1.89026  0.16
29 C 4.01144 0.96924 1.93872  -0.21
30 Sb 3.38071 -0.30798 0.38284  1.50
31 C 3.28337 -2.32999 0.98428  -0.22
32 C 4.38239 -0.03113 -1.45055  -0.21
33 H 4.99554 0.59316 2.23278  0.06
34 H 3.32290 0.90315 2.77858  0.04
35 H 4.09852 1.98614 1.56173  0.04
36 H 4.32499 -2.63546 1.12193  0.06
37 H 2.83118 -2.93875 0.20428  0.04
38 H 2.75457 -2.40793 1.93208  0.04
39 H 5.43281 -0.24172 -1.22918  0.06
40 H 4.27547 0.99928 -1.78239  0.04
41 H 4.00237 -0.73496 -2.18782  0.04

Cartesian forces (eV/Å) of the 2 atoms listed first:
W -0.40 -0.11 0.04
O 0.03 0.04 -0.01

Molecular formula: C5H8O2S
Method: DFT, wB97M-V/def2-TZVPD

Summary:
HOMO energy: -9.547 eV
Energy relative to the best compared isomer or geometry (same formula, charge and spin): 105.42 kcal/mol
Total energy: -20240.35695 eV
LUMO level: -0.35 eV
Spin multiplicity: 1

Each line ends with the Löwdin charge.
Element x y z (Å)
1 C 0.79429 -0.06528 0.58248  -0.43
2 C 0.16791 -1.02556 1.75631  -0.11
3 C -1.60101 0.09071 0.47154  -0.12
4 C -0.34937 0.37284 -0.28146  -0.69
5 C 0.54074 1.41476 0.36363  -0.08
6 H 2.09617 -0.61119 -0.87650  0.15
7 H 0.59884 -0.90778 2.81792  0.14
8 H 0.41861 -2.15793 1.39447  0.16
9 H -2.02980 -0.68730 -0.11291  0.10
10 H -2.19658 1.04888 0.61756  0.15
11 H 0.48784 1.79263 -2.28306  0.07
12 H 1.42922 1.97925 -0.16940  0.14
13 H 0.04589 2.14176 1.05255  0.12
14 O 2.01183 -0.73682 0.18782  -0.07
15 O -1.19893 -0.62732 1.76154  -0.16
16 S -0.29180 0.22437 -2.21191  0.63

Cartesian forces (eV/Å) of the 2 atoms listed first:
C 0.81 -2.90 1.87
C 1.13 0.51 -1.32

Molecular formula: C4H11N2
Method: DFT, wB97M-V/def2-TZVPD

Summary:
HOMO energy: -13.900 eV
Total charge: +1
Energy relative to the best compared isomer or geometry (same formula, charge and spin): 92.51 kcal/mol
Total energy: -7296.93648 eV
LUMO level: -4.63 eV
Spin multiplicity: 1

Each line ends with the Löwdin charge.
Element x y z (Å)
1 C 1.60421 1.47166 -0.65849  -0.14
2 C 2.43409 0.28234 -1.02090  -0.11
3 C -2.15116 0.28902 0.82667  0.02
4 C -0.83800 -1.75934 0.59252  0.18
5 N 0.96328 0.17557 -0.86902  -0.07
6 N -1.68798 -1.04988 1.20856  0.01
7 H 1.61753 1.69976 0.34017  0.08
8 H 1.59718 2.24612 -1.35280  0.10
9 H 2.91832 0.18910 -2.03642  0.14
10 H -2.56922 0.62332 1.79473  0.13
11 H -1.41744 0.75490 0.28943  0.05
12 H -2.95292 0.35256 0.13379  0.10
13 H -0.74386 -2.71048 0.98712  0.10
14 H 2.92729 -0.13666 -0.26193  0.05
15 H 0.62616 0.19474 -1.81692  0.10
16 H -0.14638 -1.05566 -0.03602  0.11
17 H -2.18110 -1.56708 1.87951  0.14

Cartesian forces (eV/Å) of the 2 atoms listed first:
C 1.25 -1.94 -0.66
C -1.31 1.63 -2.86

Molecular formula: C24H64FNO17
Method: DFT, wB97M-V/def2-TZVPD

Summary:
HOMO energy: -8.736 eV
Total energy: -64935.25431 eV
LUMO level: 0.41 eV
Spin multiplicity: 1

Each line ends with the Löwdin charge.
Element x y z (Å)
1 N 2.51486 -2.63432 0.31850  0.06
2 C 3.00431 -1.36347 0.81383  -0.17
3 C 2.39178 -0.14477 0.11676  -0.30
4 C 0.89700 -0.00225 0.42385  -0.09
5 O 0.14513 -0.32295 -0.72391  -0.05
6 C -1.22455 -0.42195 -0.52884  -0.25
7 C -1.78624 -0.81019 0.67512  -0.02
8 C -3.17028 -0.89977 0.78454  -0.08
9 C -3.98432 -0.60246 -0.28971  -0.08
10 C -3.40490 -0.21739 -1.49286  -0.07
11 C -2.02680 -0.13697 -1.62135  0.00
12 O 2.64217 -0.26356 -1.31730  0.10
13 C 3.95696 0.04567 -1.46606  -0.55
14 O 4.68103 -0.35748 -2.32300  0.20
15 O 4.33099 0.93573 -0.50558  0.12
16 C 3.18440 1.13565 0.33558  -0.25
17 F 3.56642 1.35384 1.60689  0.12
18 H 1.54041 -2.79763 0.53773  0.08
19 H 2.66015 -2.73076 -0.67689  0.07
20 H 2.76458 -1.29769 1.87700  0.13
21 H 4.09412 -1.35402 0.74661  0.14
22 H 0.69401 1.03180 0.72563  0.15
23 H 0.66895 -0.67308 1.24949  0.12
24 H -1.17871 -1.04693 1.53361  0.09
25 H -3.60893 -1.21176 1.72327  0.10
26 H -5.06089 -0.67212 -0.20549  0.10
27 H -3.99838 0.03163 -2.36258  0.09
28 H -1.58139 0.15057 -2.56421  0.11
29 H 2.66256 2.00633 -0.07483  0.18
30 C -3.15473 2.82775 -4.18222  -0.13
31 O -3.77999 1.54416 -4.17426  -0.12
32 H -3.36853 3.29741 -3.22464  0.06
33 H -2.07311 2.74752 -4.31613  0.07
34 H -3.56777 3.46143 -4.97085  0.08
35 H -3.58646 1.12095 -5.01551  0.09
36 C -2.14095 -3.05650 4.08195  -0.15
37 O -1.54250 -3.07264 2.78543  -0.14
38 H -1.43043 -2.59935 4.75954  0.06
39 H -3.06771 -2.47391 4.08495  0.08
40 H -2.35062 -4.06944 4.43247  0.08
41 H -2.15712 -3.47799 2.16739  0.07
42 C 0.20212 -4.49193 7.06352  -0.12
43 O -0.79540 -3.47893 6.90551  -0.15
44 H 0.04672 -5.21762 6.26804  0.08
45 H 1.20176 -4.06723 6.97066  0.06
46 H 0.10150 -4.99514 8.02909  0.07
47 H -0.66079 -2.82688 7.60101  0.08
48 C 0.14362 3.01446 -2.12748  -0.14
49 O 0.22158 1.84790 -2.93294  -0.13
50 H -0.56525 3.69512 -2.59504  0.08
51 H -0.22104 2.76552 -1.12310  0.08
52 H 1.11112 3.51370 -2.05301  0.05
53 H 0.84041 1.24293 -2.51182  0.05
54 C 6.91031 3.03594 -1.99596  -0.16
55 O 6.87170 1.72941 -2.54935  -0.12
56 H 7.72748 3.56571 -2.48084  0.08
57 H 5.98067 3.58460 -2.17903  0.06
58 H 7.10286 3.01397 -0.91872  0.08
59 H 6.15320 1.24586 -2.12991  0.02
60 C 2.90545 2.98034 -4.01851  -0.12
61 O 3.17121 3.04435 -2.61670  -0.15
62 H 2.38620 3.89835 -4.28093  0.08
63 H 3.83238 2.91605 -4.59272  0.09
64 H 2.26093 2.13502 -4.26599  0.08
65 H 3.63018 2.24119 -2.36359  0.04
66 C 3.11152 -4.30799 4.57667  -0.15
67 O 3.28440 -3.97976 5.95281  -0.14
68 H 2.62488 -3.45859 4.10422  0.07
69 H 4.06907 -4.48492 4.08173  0.08
70 H 2.47671 -5.18872 4.44856  0.08
71 H 3.71714 -4.72232 6.38266  0.08
72 C 0.33300 -4.38217 -2.26949  -0.14
73 O -0.12401 -3.12135 -1.79368  -0.13
74 H -0.52264 -5.05153 -2.29703  0.08
75 H 0.74248 -4.28609 -3.28009  0.07
76 H 1.09925 -4.81137 -1.61754  0.08
77 H 0.62549 -2.51740 -1.75438  0.05
78 C -1.12532 -2.89761 -5.74803  -0.16
79 O -0.52289 -1.76254 -5.13984  -0.12
80 H -1.60407 -2.55425 -6.66196  0.07
81 H -0.38587 -3.66070 -6.00727  0.07
82 H -1.88504 -3.33392 -5.09361  0.08
83 H -0.11860 -2.04355 -4.31355  0.05
84 C -2.93919 -4.36078 9.44188  -0.16
85 O -2.87098 -2.99946 9.04324  -0.13
86 H -3.12866 -4.37129 10.51266  0.08
87 H -3.75221 -4.88927 8.93720  0.08
88 H -2.00167 -4.88778 9.24491  0.06
89 H -2.70485 -2.98682 8.09496  0.05
90 C -2.85440 4.40540 -0.40313  -0.15
91 O -3.39570 3.09114 -0.34498  -0.13
92 H -3.08260 4.90014 0.53781  0.08
93 H -1.76910 4.37509 -0.52351  0.06
94 H -3.29797 4.98568 -1.21861  0.08
95 H -3.18937 2.63751 -1.16858  0.04
96 C -6.61717 3.90147 -2.21869  -0.15
97 O -6.00966 4.18130 -3.47648  -0.13
98 H -6.94026 4.85325 -1.80344  0.08
99 H -7.49098 3.25368 -2.32931  0.08
100 H -5.91166 3.43659 -1.52395  0.07
101 H -5.72272 3.34193 -3.85030  0.05
102 C 2.69513 5.91246 -1.60738  -0.16
103 O 1.36703 6.00710 -1.10049  -0.12
104 H 3.13504 5.01109 -1.18770  0.06
105 H 2.70709 5.82552 -2.69669  0.07
106 H 3.30229 6.77105 -1.30886  0.08
107 H 0.96357 6.79800 -1.46688  0.07

Cartesian forces (eV/Å) of the 2 atoms listed first:
N 0.06 0.00 0.12
C -0.14 -0.25 0.22

Molecular formula: HN3O3S
Method: DFT, wB97M-V/def2-TZVPD

Summary:
HOMO energy (spin up / spin down): 1.033 / 1.271 eV
Total charge: -2
Energy relative to the best compared isomer or geometry (same formula, charge and spin): 101.32 kcal/mol
Total energy: -21458.28693 eV
LUMO level (spin up / spin down): 7.41 / 7.43 eV
Spin multiplicity: 1

Each line ends with the Löwdin charge.
Element x y z (Å)
1 N 0.23595 -0.40081 -0.15491  -0.16
2 N 0.62273 0.66526 -0.60437  -0.06
3 N 2.70776 0.22718 -0.43201  -0.26
4 O 4.75784 0.72857 -1.61017  -0.55
5 O 3.32379 2.64258 -1.13390  -0.53
6 O 2.52197 1.03720 -2.80623  -0.53
7 S 3.28673 1.20918 -1.53733  0.13
8 H -0.75665 -0.42106 -0.13477  -0.05

Cartesian forces (eV/Å) of the 2 atoms listed first:
N 2.07 0.65 -0.26
N 2.01 -1.65 0.81